Record 1
DFT (ωB97M-V with the def2-TZVPD basis set) results for C6H7BrN3 as an isolated structure.

Geometry (Å):
C -1.739677 -0.812170 -1.394524
C -1.158956 -0.532444 -0.154756
C -1.008465 -0.940102 -2.553004
C 0.916213 -0.301798 -1.337341
C 0.226986 -0.132875 -0.197588
C 0.818039 0.389119 1.022436
N 0.292706 -0.646604 -2.519770
N -0.316133 1.530190 2.054368
N 1.970572 0.457028 1.523776
Br 0.385099 1.822884 3.753448
H -2.839077 -1.003506 -1.473610
H -1.656294 -0.542028 0.736206
H -1.592126 -1.145279 -3.492924
H 2.035325 -0.119102 -1.574760
H -1.126172 0.958526 2.199983
H 2.909243 -0.056421 1.130162
H 1.882719 1.074581 2.277899

Forces on atoms 1 to 6 (eV/Å):
C -2.3063 -0.8102 2.0404
C 2.1744 0.8738 -3.9438
C 0.6770 1.3081 -0.1065
C 1.6919 -0.1714 -4.9557
C -1.7523 -0.6451 2.9960
C -3.3996 1.8574 1.0204

## Properties
DFT total energy in eV: -80837.40594
HOMO in eV: -13.79
Energy above the lowest of the compared OMol25 structures with the same formula, charge and spin in kcal per mole: 35.0
E_LUMO in eV: -5.1
Charge: +1


Record 2
DFT (ωB97M-V with the def2-TZVPD basis set) results for one molecule with the formula C2H7N3.

Geometry (Å):
H -2.596411 0.595143 2.000627
N -1.804051 1.097867 1.585128
C -0.974511 0.355228 1.003141
N 0.112226 0.805853 0.329356
N 1.122948 -0.023076 -0.171534
C 0.866949 -0.657893 -1.415262
H -1.016711 -0.768641 0.982582
H 0.289047 1.858503 0.372545
H 1.554101 -0.690297 0.520800
H 1.568196 -1.501905 -1.450898
H 1.045050 0.037066 -2.290135
H -0.166834 -1.107847 -1.466349

Forces on atoms 1 to 6 (eV/Å):
H 0.6489 0.1053 -0.2613
N -0.8477 0.6425 0.3979
C 0.1038 -2.0893 -0.0704
N 0.9163 2.1010 -0.1593
N 0.7293 0.0294 1.9576
C -0.7397 -0.5885 -1.2423

## Properties
DFT total energy in eV: -6656.21579
HOMO in eV: -9.01
Energy above the lowest of the compared OMol25 structures with the same formula, charge and spin in kcal per mole: 40.1
E_LUMO in eV: 1.0
SMILES string: [H]/N=C/NNC
Charge: 0


Record 3
DFT (ωB97M-V with the def2-TZVPD basis set) results for C26H21BrCoN6O3 as an isolated structure.

Geometry (Å):
Co 0.060215 0.702566 -0.197114
O -1.378502 3.072688 -3.063411
C -0.901523 2.155303 -2.396290
N -1.264388 1.736989 -1.168938
C -1.918319 2.744765 -0.357940
C -0.906687 3.304437 0.625832
C -1.204519 4.326147 1.518299
C -0.203700 4.820356 2.335753
C 1.069980 4.279490 2.244865
C 1.271825 3.235285 1.363023
N 0.310175 2.755015 0.573317
C 0.293044 1.404969 -2.944011
C 0.563868 1.329007 -4.298238
C 1.701332 0.652105 -4.706254
C 2.535578 0.096110 -3.745400
C 2.194871 0.231357 -2.410774
N 1.095093 0.871657 -2.021831
H -2.776990 2.349094 0.189212
H -2.277811 3.555818 -0.990797
H -2.209722 4.733114 1.548628
H -0.412964 5.622102 3.034765
H 1.885154 4.641711 2.857049
H 2.236607 2.747642 1.282027
H -0.114679 1.808734 -4.990852
H 1.941986 0.565061 -5.759179
H 3.436036 -0.435281 -4.022102
H 2.808454 -0.190162 -1.620529
O -3.329432 -2.842939 3.588471
C -2.743588 -1.841552 2.904340
C -3.180061 -1.414003 1.656889
C -2.477098 -0.405897 1.039365
N -1.404368 0.201324 1.557488
C -1.054777 -0.180727 2.779325
Br 0.312971 0.756909 3.678073
C -1.663002 -1.202734 3.487289
H -4.065654 -3.199111 3.080764
H -4.032899 -1.868927 1.166628
H -2.762491 -0.070818 0.048025
H -1.316221 -1.486690 4.471300
O 1.457679 -0.205149 0.753489
C 1.876274 -1.428484 0.788216
C 3.044050 -1.715649 1.540693
C 3.539548 -2.991607 1.668401
C 2.905802 -4.071012 1.041687
C 1.781070 -3.819183 0.289613
C 1.251674 -2.528197 0.137477
C 0.090134 -2.311305 -0.719216
N -0.515853 -1.163656 -0.956811
C -1.517985 -1.402518 -1.877803
C -1.533117 -2.721101 -2.194404
N -0.515053 -3.285579 -1.452368
H 3.527990 -0.875313 2.025779
H 4.433426 -3.162115 2.259472
H 3.289681 -5.078307 1.142192
H 1.296509 -4.660189 -0.198503
H -2.135700 -0.595834 -2.245766
H -2.151129 -3.296116 -2.865348
H -0.242794 -4.249600 -1.473871

Forces on atoms 1 to 6 (eV/Å):
Co -0.1277 -0.2212 -0.3086
O -0.0641 -0.0486 0.0464
C -0.0045 0.0026 0.0029
N 0.1610 0.0558 0.0887
C 0.1231 -0.0006 -0.0296
C -0.0310 -0.0682 -0.0945

## Properties
DFT total energy in eV: -150058.12059
HOMO (alpha / beta) in eV: -7.14 / -7.10
2S+1: 2
Energy above the lowest of the compared OMol25 structures with the same formula, charge and spin in kcal per mole: 4.6
E_LUMO (alpha / beta) in eV: 0.4 / 0.4
Charge: 0
⟨S²⟩: 0.765


Record 4
DFT (ωB97M-V with the def2-TZVPD basis set) results for a 2-piece molecular cluster, C4H4O2 overall.

Geometry (Å):
C -2.116849 1.138640 -1.117405
C -0.979197 1.502765 -1.987745
C -1.144700 0.086884 -1.204631
C 0.134482 -0.747255 0.603775
O -3.020461 1.570946 -0.465220
O -0.632781 0.182497 -2.444767
H -0.209468 2.304572 -2.011405
H 0.902448 -1.170182 0.066675
H -0.726683 -1.357199 0.745014
H 0.438296 0.136945 1.315788

Forces on atoms 1 to 6 (eV/Å):
C -0.1963 0.7147 -1.1473
C -0.3107 0.4011 0.4610
C 2.7752 -1.1673 3.8066
C -2.3562 4.0187 -0.5748
O 0.1943 0.0846 0.1479
O 0.0937 0.0046 -1.2933

## Properties
DFT total energy in eV: -8300.40077
HOMO (alpha / beta) in eV: -8.89 / -8.89
Energy above the lowest of the compared OMol25 structures with the same formula, charge and spin in kcal per mole: 154.0
E_LUMO (alpha / beta) in eV: -0.7 / -0.7
Charge: 0


Record 5
DFT (ωB97M-V with the def2-TZVPD basis set) results for C36H40N2ORhS2Si as an isolated structure.

Geometry (Å):
Rh 0.126352 -0.759784 -0.663526
C -1.726910 -1.279820 0.051359
Si -1.774330 -0.593475 1.769257
C -0.020685 -0.953129 2.367631
N 0.998027 -0.560806 1.350422
C 2.221309 -1.400211 1.402153
C 3.068365 -1.101790 2.635292
C 3.293557 0.420371 2.797122
C 2.768080 1.191036 1.583552
C 1.285661 0.898630 1.394376
C -2.897607 -1.633867 2.850076
C -3.938504 -1.071714 3.593349
C -4.722896 -1.855528 4.431894
C -4.476854 -3.215947 4.540836
C -3.456315 -3.797058 3.798119
C -2.678258 -3.011467 2.960309
C -2.282302 1.197874 1.872481
C -3.169198 1.721846 0.927854
C -3.650296 3.020161 1.039049
C -3.247326 3.821266 2.099464
C -2.367196 3.319386 3.048925
C -1.894771 2.018516 2.935355
H -2.502290 -0.849751 -0.591639
H -1.928890 -2.345246 0.154357
H 0.036153 -2.035314 2.506064
H 0.196937 -0.496356 3.340255
H 2.801410 -1.211025 0.503111
H 1.915019 -2.444075 1.376929
H 4.015867 -1.629128 2.521461
H 2.584853 -1.509663 3.523599
H 4.351417 0.638387 2.939189
H 2.771660 0.781474 3.686693
H 3.333091 0.930442 0.687407
H 2.889006 2.265291 1.729791
H 0.898827 1.368874 0.484196
H 0.729064 1.329954 2.225997
H -4.141778 -0.008441 3.515928
H -5.523616 -1.403007 5.003503
H -5.079972 -3.825405 5.201689
H -3.268149 -4.860854 3.873917
H -1.891562 -3.485559 2.377636
H -3.496004 1.104113 0.097442
H -4.348761 3.405062 0.305342
H -3.627282 4.831058 2.192056
H -2.058649 3.938624 3.881980
H -1.223793 1.636369 3.699829
S 4.039704 -1.287527 -2.895167
C 4.011355 0.424378 -2.617703
C 4.974214 1.373050 -2.950673
C 4.713939 2.691411 -2.636759
C 3.512943 3.050123 -2.011288
C 2.566247 2.103552 -1.679071
C 2.825087 0.764234 -1.969365
N 2.007066 -0.323213 -1.685317
C 2.499632 -1.433955 -2.128044
C 1.742726 -2.673553 -1.996423
C 2.230627 -3.882540 -2.484336
C 1.454048 -5.023038 -2.417967
C 0.186720 -4.947147 -1.861500
C -0.299804 -3.748425 -1.348504
C 0.474273 -2.596654 -1.386706
H 5.895026 1.083121 -3.438956
H 5.441756 3.451525 -2.887327
H 3.327201 4.090705 -1.777813
H 1.627865 2.384647 -1.218509
H 3.220251 -3.918735 -2.928605
H 1.825130 -5.961942 -2.806277
H -0.435847 -5.831990 -1.810865
H -1.291825 -3.750534 -0.923823
O -0.787558 1.129740 -1.571592
S -1.535910 0.936121 -2.893805
C -2.294078 2.550279 -3.211071
C -1.244909 3.382329 -3.936961
C -0.628974 2.439881 -4.965737
C -0.289767 1.156491 -4.208428
H -2.598446 2.937664 -2.239116
H -3.176726 2.364303 -3.826723
H -0.483197 3.709912 -3.225661
H -1.685097 4.266961 -4.394747
H 0.261230 2.863375 -5.429038
H -1.348131 2.231999 -5.760601
H 0.656858 1.230793 -3.668112
H -0.284090 0.262345 -4.829493

Forces on atoms 1 to 6 (eV/Å):
Rh -0.6799 0.7363 0.3166
C 0.2337 0.4451 0.2409
Si -0.5640 -0.4709 -0.0236
C 0.1734 0.1789 0.2177
N -0.5101 -1.4307 -1.3585
C 0.2461 0.0724 0.4660

## Properties
DFT total energy in eV: -75560.18901
HOMO in eV: -10.85
Energy above the lowest of the compared OMol25 structures with the same formula, charge and spin in kcal per mole: 15.0
E_LUMO in eV: -3.5
Charge: +1


Question: Number 4 is which compound?
Answer: C4H4O2


Question: Which value of charge does entry 1 give?
Answer: +1